Record 1
43
Properties=species:S:1:pos:R:3:forces:R:3:nbo_charge:R:1 method="wB97M-V/def2-TZVPD" total_charge=0 de_lowest_kcal_mol=31.4 spin_multiplicity=1 smiles=Cc1ccc(OCCCCN2CCCCC2)cc1 lumo_ev=0.899 gap_ev=9.022
C 6.095746 -1.515460 -1.045604 0.0 0.0 0.1 -0.62
C 4.925841 -0.798622 -0.441175 0.0 0.0 -0.1 -0.06
C 4.040134 -0.071342 -1.218296 0.2 -0.1 0.1 -0.18
C 2.954682 0.586323 -0.661111 -0.3 0.2 0.1 -0.33
C 2.735533 0.526397 0.709070 0.1 -0.1 0.0 0.38
O 1.721963 1.140507 1.385793 0.3 -0.2 0.1 -0.51
C 0.702895 1.804157 0.671111 -0.4 -0.1 -0.2 -0.06
C -0.297259 0.836302 0.032360 0.2 0.3 0.1 -0.43
C -1.428016 1.591670 -0.659925 0.0 -0.4 -0.1 -0.43
C -2.367390 0.697629 -1.497750 0.1 0.3 0.0 -0.19
N -3.405042 -0.038754 -0.818088 0.0 0.0 0.1 -0.46
C -2.990268 -1.160396 -0.004508 -0.1 -0.3 -0.1 -0.21
C -4.188101 -2.082908 0.217729 0.2 0.1 0.3 -0.40
C -5.303197 -1.314976 0.919674 -0.1 -0.1 -0.3 -0.40
C -5.648430 -0.073400 0.103956 0.1 0.1 0.3 -0.40
C -4.392083 0.764396 -0.129345 -0.3 -0.1 -0.2 -0.22
C 3.626898 -0.201497 1.499864 -0.2 0.1 0.0 -0.28
C 4.700520 -0.850235 0.931594 -0.1 0.1 -0.1 -0.18
H 6.027509 -2.585415 -0.851252 0.1 -0.1 0.0 0.22
H 7.027884 -1.157770 -0.609771 0.1 0.0 0.0 0.22
H 6.133779 -1.360694 -2.120917 0.1 0.0 -0.1 0.21
H 4.191744 -0.011522 -2.287028 0.0 0.0 -0.1 0.21
H 2.296896 1.141953 -1.311207 -0.1 0.1 0.0 0.21
H 1.127593 2.478503 -0.083821 0.0 0.0 0.1 0.17
H 0.194875 2.415102 1.423627 0.1 0.0 -0.1 0.19
H -0.684709 0.186753 0.817098 0.0 -0.1 0.0 0.21
H 0.221084 0.204081 -0.692078 0.0 -0.1 0.0 0.20
H -2.013825 2.139764 0.079991 0.0 0.1 0.0 0.20
H -0.986247 2.329287 -1.335329 0.0 0.1 0.0 0.20
H -2.875390 1.338173 -2.227094 0.1 -0.1 0.0 0.19
H -1.764899 -0.025248 -2.056089 0.0 0.1 -0.1 0.19
H -2.194939 -1.697069 -0.526552 0.1 0.0 0.1 0.20
H -2.607029 -0.842649 0.981914 0.1 0.0 0.0 0.16
H -4.544330 -2.436697 -0.750719 0.0 -0.1 0.0 0.20
H -3.883157 -2.946042 0.812081 0.0 -0.1 0.0 0.20
H -6.184780 -1.947664 1.038829 0.0 0.0 0.1 0.21
H -4.966909 -1.014956 1.915598 0.0 0.0 0.1 0.19
H -6.050958 -0.376863 -0.863532 0.0 0.0 -0.1 0.20
H -6.400482 0.527048 0.619090 -0.1 0.0 0.0 0.20
H -4.632765 1.630074 -0.751502 0.0 0.0 0.0 0.20
H -4.022854 1.132596 0.845958 0.0 0.1 0.0 0.16
H 3.451775 -0.238791 2.563671 0.0 0.0 0.1 0.22
H 5.378568 -1.409178 1.560543 0.1 -0.1 0.1 0.21

Record 2
50
Properties=species:S:1:pos:R:3:forces:R:3:nbo_charge:R:1 method="wB97M-V/def2-TZVPD" total_charge=0 de_lowest_kcal_mol=0.0 spin_multiplicity=1 smiles="O=C1C=C(O)C(=O)C=C1O.CCCOCOC(=O)OCCCCCN" lumo_ev=-1.400 gap_ev=7.835
O -1.812662 2.610417 -1.769490 0.2 0.1 0.1 -0.53
C -2.762409 1.865694 -1.905831 -0.2 0.1 0.1 0.47
C -4.123076 2.203398 -1.539704 0.0 0.1 0.0 -0.40
C -5.092081 1.295913 -1.720501 0.0 0.1 0.0 0.33
O -6.363291 1.504054 -1.419338 0.0 0.1 0.1 -0.63
C -4.815088 -0.072791 -2.293020 0.3 -0.1 -0.1 0.47
O -5.766414 -0.823904 -2.398995 -0.2 0.0 0.0 -0.54
C -3.459139 -0.402639 -2.674597 -0.1 -0.1 0.0 -0.40
C -2.485813 0.504426 -2.496648 0.0 -0.2 -0.1 0.34
O -1.221714 0.283287 -2.812373 0.0 0.1 0.1 -0.63
H -4.312186 3.185636 -1.130176 0.0 0.0 0.0 0.24
H -6.832810 0.680476 -1.650225 0.0 -0.1 0.0 0.51
H -3.272320 -1.380619 -3.094807 0.0 0.0 0.0 0.24
H -0.708560 1.084949 -2.577565 0.1 0.0 0.0 0.52
C 0.081905 2.886875 4.357616 -0.2 0.2 0.2 -0.62
C -0.398142 3.480589 3.023519 -0.2 0.0 0.1 -0.43
C -0.233542 2.548879 1.820947 -0.4 0.0 0.2 -0.06
O 0.910686 1.715751 1.916441 0.2 0.0 -0.1 -0.54
C 2.000379 2.042529 1.125216 0.2 0.1 -0.2 0.23
O 2.328451 0.918392 0.306895 -0.7 -0.2 -0.8 -0.53
C 1.762330 0.828270 -0.939698 0.6 1.7 -1.4 1.00
O 1.668426 1.765512 -1.749330 0.0 -2.6 2.4 -0.61
O 1.463426 -0.451216 -1.250104 0.2 1.1 0.0 -0.52
C 0.584443 -1.115995 -0.332316 -0.7 -0.2 0.3 -0.07
C 0.343000 -2.543338 -0.767052 0.0 -0.2 0.0 -0.42
C 1.468976 -3.550116 -0.484396 0.1 0.3 -0.3 -0.39
C 2.891568 -3.081845 -0.793562 0.3 -0.2 0.0 -0.42
C 3.952605 -4.013991 -0.177858 -0.3 -0.1 0.3 -0.22
N 4.636460 -3.396474 0.973885 -0.1 0.0 -0.3 -0.85
H 0.382535 1.847725 4.259678 0.1 0.0 0.0 0.22
H 0.918548 3.460016 4.760019 0.1 -0.2 -0.1 0.21
H -0.705992 2.934585 5.112301 0.0 0.0 -0.1 0.21
H 0.081663 4.443145 2.834629 0.1 -0.1 0.0 0.20
H -1.467641 3.696861 3.098005 0.0 0.1 -0.1 0.21
H -0.209323 3.130403 0.904203 0.0 0.1 -0.3 0.19
H -1.105148 1.891365 1.754035 0.1 -0.1 0.1 0.18
H 2.880754 2.214308 1.743407 0.0 -0.2 0.0 0.17
H 1.811911 2.910870 0.492855 -0.1 0.0 -0.1 0.17
H 0.924912 -1.073856 0.702712 0.4 0.1 -0.1 0.20
H -0.365616 -0.575912 -0.370797 -0.1 0.0 0.0 0.18
H 0.045360 -2.572105 -1.819131 0.1 0.2 0.0 0.21
H -0.535606 -2.869373 -0.200304 0.0 0.0 -0.1 0.21
H 1.272784 -4.431619 -1.101710 -0.1 -0.2 0.3 0.20
H 1.430752 -3.841197 0.568302 -0.1 -0.1 0.0 0.19
H 3.049766 -3.046347 -1.873135 -0.2 0.2 -0.1 0.20
H 3.074174 -2.088810 -0.391439 0.0 0.1 0.0 0.22
H 3.450906 -4.930974 0.151399 0.1 -0.1 -0.1 0.17
H 4.681896 -4.321905 -0.924754 0.1 0.1 0.0 0.19
H 5.631686 -3.538990 0.917659 0.1 0.0 0.1 0.36
H 4.318271 -3.810310 1.835130 0.0 0.0 0.2 0.35

Record 3
44
Properties=species:S:1:pos:R:3:forces:R:3:mulliken_spin:R:1 method="wB97M-V/def2-TZVPD" total_charge=+1 de_lowest_kcal_mol=85.0 s2=2.0157 spin_multiplicity=3 lumo_ev="-6.209 / -5.796" gap_ev="3.052 / 3.625"
C -1.457754 3.236078 -2.039119 -0.4 1.3 -0.9 0.02
C -1.160017 2.561696 -3.309697 0.4 -1.0 0.2 0.03
C -2.837010 3.262346 -1.541124 -0.2 -0.8 0.8 0.01
C -0.460703 4.142194 -1.454069 0.6 -0.6 0.7 0.02
H -3.411653 4.075806 -2.019098 0.3 0.0 -0.1 0.00
H -2.880288 3.440758 -0.458496 0.1 0.1 -0.3 0.00
H -3.370810 2.328080 -1.760242 0.1 0.3 -0.1 0.00
H -1.362290 3.227532 -4.167417 -0.1 0.1 0.3 0.00
H -1.777415 1.665868 -3.454052 0.0 0.3 0.0 0.00
H -0.103984 2.269740 -3.379541 -0.2 0.2 0.0 0.00
H -0.527926 5.146829 -1.908750 -0.2 -0.2 -0.1 0.00
H 0.564069 3.788234 -1.626007 -0.3 0.1 -0.1 0.00
H -0.605808 4.274831 -0.374371 -0.1 0.1 -0.2 0.00
C -0.962313 -2.629014 0.488607 -0.2 -0.7 -0.4 -0.07
C -2.027141 -1.670503 0.558775 -0.7 -0.4 -0.4 -0.05
C -1.965705 -0.872217 -0.641718 -0.2 -0.2 0.0 -0.12
H -2.802143 -1.672387 1.308689 0.0 0.1 -0.1 0.00
C -0.917717 -1.391671 -1.466913 0.1 -0.2 0.7 0.14
C -0.294777 -2.455704 -0.785521 -0.8 0.1 0.4 0.07
H 0.443517 -3.115379 -1.214086 0.1 0.3 0.1 0.02
H -0.875268 -3.473095 1.154596 0.0 0.1 -0.1 0.00
H -2.714895 -0.163121 -0.950738 0.1 0.2 0.0 0.00
H -0.660579 -1.073578 -2.465996 0.1 0.2 0.1 0.03
C 1.398321 0.609490 2.288471 -0.5 0.5 0.0 0.04
C 0.395704 -0.185463 2.924724 -0.2 0.3 -0.1 -0.04
C -0.888336 0.378306 2.575498 0.2 0.7 0.5 -0.05
H 0.568512 -0.931253 3.686466 0.0 0.0 -0.2 0.01
C -0.641695 1.490828 1.682588 -0.1 -0.3 0.4 -0.11
C 0.773551 1.625162 1.528289 -0.4 -0.9 0.2 0.13
H 1.285629 2.401737 0.980100 0.0 -0.1 -0.1 0.02
H 2.458512 0.514404 2.444864 -0.2 -0.1 -0.2 0.01
H -1.824111 0.136498 3.051883 -0.1 0.0 -0.1 0.00
H -1.379027 2.214150 1.374099 -0.1 -0.1 -0.2 0.00
W -0.214145 -0.575555 0.754620 1.2 1.8 -0.9 1.86
C 4.134891 -3.039110 0.604411 2.5 -0.6 -0.4 0.02
S 2.674097 -2.162362 0.686659 -0.6 0.0 -0.6 0.04
C 1.873585 -3.864088 0.789782 -0.4 0.5 0.9 -0.02
O 3.060803 -1.346427 1.874971 -0.9 -0.8 0.5 0.00
H 4.112411 -3.837086 -0.132045 0.4 0.1 -0.2 0.00
H 4.217389 -3.448303 1.616827 0.3 0.0 -0.3 0.00
H 4.945860 -2.316083 0.479815 0.0 -0.3 -0.3 0.00
H 2.567215 -4.507999 1.322010 -0.4 -0.2 0.2 0.00
H 0.877929 -3.854680 1.212165 0.3 0.0 0.3 0.01
H 1.771514 -4.205491 -0.239913 0.3 0.1 0.0 0.00